No. 1
Density functional theory data (wB97M-V/def2-TZVPD) for a structure of composition C32H83BrMnN5O16S.

Calculated values
LUMO level (spin up / spin down)	1.975 / 1.971	eV
frontier orbital gap (spin up / spin down)	6.0935 / 7.0279	eV
2S+1	6
charge	-1
DFT total energy	-186934.314	eV

Structure (XYZ):
```
139
Properties=species:S:1:pos:R:3:mulliken_charge:R:1
Mn 0.169 -1.504 0.339 1.983
Br -1.171 -0.075 -1.246 -0.949
S 1.270 -3.829 0.060 0.674
O 2.581 -4.377 -0.076 -0.819
O 0.467 -4.994 0.174 -0.736
O 1.128 -2.930 1.193 -0.229
O 0.714 -2.931 -1.021 -1.059
C -1.204 4.315 -5.396 -0.688
O -0.472 3.112 -5.559 -0.438
C -0.474 2.311 -4.367 0.700
C 0.388 1.092 -4.578 0.139
N 1.885 1.438 -4.511 -0.320
C 2.448 1.630 -3.147 0.752
C 3.955 1.787 -3.226 -0.861
O 4.481 2.206 -1.995 -0.109
C 5.881 2.349 -1.985 -0.912
H -2.271 4.124 -5.514 0.272
H -0.961 4.958 -6.242 0.264
H -0.958 4.789 -4.446 0.236
H -1.492 1.989 -4.147 0.346
H -0.038 2.861 -3.533 -0.532
H 0.108 0.632 -5.525 0.226
H 0.128 0.441 -3.744 -0.531
H 2.010 2.279 -5.057 0.386
H 2.182 0.810 -2.480 -0.207
H 2.032 2.546 -2.726 -0.322
H 4.284 2.568 -3.911 0.413
H 4.417 0.822 -3.432 0.345
H 6.430 1.581 -2.529 0.345
H 6.259 2.437 -0.966 0.245
H 6.147 3.270 -2.503 0.283
C 1.977 -2.301 8.342 -0.646
O 2.840 -2.589 7.216 -0.359
C 2.267 -3.117 6.087 -0.982
C 1.293 -2.237 5.281 -0.871
N 1.888 -1.126 4.542 0.447
C 2.189 -0.089 5.510 -0.968
C 2.797 1.182 4.918 -0.552
O 3.985 0.819 4.135 -0.427
C 4.431 1.978 3.383 -0.328
H 2.485 -1.952 9.240 0.239
H 1.364 -3.158 8.623 0.319
H 1.366 -1.463 8.007 0.223
H 1.749 -4.026 6.392 0.510
H 3.013 -3.514 5.397 0.374
H 0.467 -1.905 5.910 0.598
H 0.764 -2.932 4.629 0.150
H 2.799 -1.503 4.323 0.216
H 2.919 -0.355 6.275 0.376
H 1.324 0.203 6.104 0.551
H 3.139 1.835 5.721 0.609
H 1.959 1.672 4.424 0.106
H 5.327 1.724 2.817 0.281
H 4.667 2.917 3.883 0.352
H 3.596 2.195 2.716 -0.070
C 2.513 4.659 0.060 -0.657
O 1.268 4.221 0.522 -0.392
C 0.479 3.717 -0.547 -0.173
C -1.013 3.698 -0.145 -0.935
N -1.570 5.037 -0.036 -0.308
C -2.828 5.065 0.636 -0.574
C -3.542 6.410 0.812 -0.523
O -4.596 6.428 1.795 -0.402
C -5.748 5.553 1.589 -0.615
H 2.627 5.455 -0.676 0.318
H 3.093 3.829 -0.342 0.121
H 3.035 5.044 0.936 0.357
H 0.892 2.717 -0.686 -0.312
H 0.653 4.214 -1.501 0.894
H -1.024 3.171 0.809 0.355
H -1.552 2.987 -0.772 0.447
H -0.913 5.581 0.504 0.320
H -2.752 4.688 1.656 0.431
H -3.497 4.262 0.326 0.184
H -3.962 6.765 -0.129 0.337
H -2.812 7.178 1.066 0.307
H -5.528 4.515 1.838 0.172
H -6.007 5.511 0.531 0.327
H -6.612 5.900 2.157 0.283
C -2.956 -8.470 -1.701 -0.829
O -2.954 -7.177 -2.319 -0.371
C -2.257 -6.241 -1.561 -0.888
C -1.944 -4.980 -2.417 0.693
N -3.214 -4.283 -2.605 -0.422
C -2.942 -3.272 -3.605 -0.315
C -4.007 -2.287 -4.057 -0.499
O -3.593 -1.589 -5.234 -0.478
C -2.455 -0.789 -5.135 -0.467
H -3.395 -9.163 -2.418 0.303
H -3.433 -8.526 -0.723 0.295
H -1.949 -8.877 -1.611 0.337
H -1.317 -6.616 -1.156 0.516
H -2.762 -5.926 -0.648 0.250
H -1.579 -5.341 -3.378 0.743
H -1.205 -4.295 -2.002 -0.732
H -3.895 -4.866 -3.069 0.272
H -2.560 -3.696 -4.534 0.361
H -2.154 -2.695 -3.122 0.057
H -4.248 -1.647 -3.208 0.194
H -5.004 -2.693 -4.225 0.371
H -2.629 0.132 -4.578 0.275
H -2.347 -0.438 -6.161 0.301
H -1.578 -1.333 -4.787 0.191
C -2.487 -3.020 1.328 -0.808
O -1.513 -2.053 1.578 -0.058
C -1.618 -1.299 2.817 -1.139
C -0.743 -0.052 2.662 -0.108
N 0.521 -0.407 2.093 1.816
C 1.146 0.872 1.675 0.426
C 2.513 0.376 1.120 -1.612
O 2.236 -0.537 0.013 0.785
C 3.482 -0.953 -0.571 -0.638
H -2.308 -3.339 0.301 0.092
H -3.526 -2.690 1.335 0.365
H -2.471 -3.831 2.056 0.248
H -1.268 -1.924 3.639 0.445
H -2.630 -0.941 3.007 0.599
H -0.693 0.437 3.635 0.273
H -1.276 0.632 2.001 -0.050
H 1.032 -0.752 2.893 -1.111
H 1.243 1.530 2.539 0.098
H 0.541 1.357 0.909 -0.860
H 3.053 -0.090 1.945 0.430
H 3.157 1.168 0.737 0.525
H 3.315 -1.576 -1.450 -0.116
H 4.040 -1.441 0.228 0.369
H 4.056 -0.131 -0.996 -0.085
C 2.265 -3.117 -3.619 -0.392
O 1.147 -3.893 -3.388 -0.583
H 2.270 -2.087 -3.261 -0.217
H 3.208 -3.606 -3.377 0.297
H 2.414 -2.984 -4.690 0.415
H 0.821 -3.559 -2.549 0.388
C -4.159 1.260 1.187 1.000
O -5.251 1.533 1.943 -0.619
H -3.443 0.705 1.793 -0.343
H -4.475 0.721 0.295 0.254
H -3.811 2.227 0.822 -0.574
H -5.941 1.952 1.423 0.326
```

No. 2
Density functional theory data (wB97M-V/def2-TZVPD) for a cluster of 8 separate species, C32H83ClN9O16 in total.

Calculated values
relative energy (zero: lowest compared OMol25 entry of this formula, charge and spin)	272.9	kJ/mol
LUMO level	2.358	eV
frontier orbital gap	8.4081	eV
charge	-1
DFT total energy	-93210.002	eV

Structure (XYZ):
```
141
Properties=species:S:1:pos:R:3:mulliken_charge:R:1
Cl 0.200 0.419 2.021 1.550
O 1.076 1.357 2.685 -0.736
O -1.163 0.695 2.423 -0.750
O 0.334 0.525 0.588 -0.259
O 0.513 -0.978 2.415 -0.694
C 0.159 -0.215 -4.445 -0.374
O 1.427 0.218 -4.048 -0.500
C 1.826 -0.564 -2.858 0.163
C 3.341 -0.517 -2.604 -0.629
N 3.826 0.841 -2.350 -0.179
C 5.238 0.918 -2.302 -0.519
C 5.689 2.388 -1.882 -0.622
O 5.473 3.418 -2.851 -0.296
C 6.362 3.597 -3.969 -0.710
H -0.543 -0.332 -3.620 -0.028
H 0.281 -1.163 -4.970 0.344
H -0.358 0.410 -5.172 0.336
H 1.609 -1.620 -3.016 0.275
H 1.278 -0.377 -1.935 -0.048
H 3.844 -0.897 -3.494 0.427
H 3.580 -1.130 -1.734 -0.013
H 3.424 1.605 -2.875 0.222
H 5.603 0.763 -3.317 0.423
H 5.539 0.252 -1.493 0.218
H 6.765 2.256 -1.765 0.445
H 5.200 2.667 -0.948 0.260
H 7.307 3.992 -3.595 0.277
H 5.917 4.315 -4.658 0.221
H 6.456 2.619 -4.441 0.296
C 1.895 -9.848 -2.072 -0.792
O 2.268 -8.597 -2.577 -0.278
C 1.171 -7.892 -3.129 -0.610
C 1.616 -6.467 -3.453 -0.958
N 1.764 -5.547 -2.331 0.132
C 3.045 -5.706 -1.580 -0.915
C 3.186 -4.736 -0.369 0.226
O 2.061 -4.913 0.560 -0.405
C 2.000 -4.038 1.721 -0.436
H 2.711 -10.347 -1.550 0.259
H 1.695 -10.561 -2.872 0.302
H 1.094 -9.748 -1.340 0.325
H 0.237 -7.979 -2.573 0.435
H 1.086 -8.449 -4.062 0.475
H 0.874 -6.087 -4.155 0.312
H 2.581 -6.530 -3.956 0.433
H 1.058 -5.765 -1.643 0.025
H 3.826 -5.592 -2.332 0.446
H 3.145 -6.707 -1.162 0.278
H 3.317 -3.740 -0.792 -0.286
H 4.129 -4.979 0.122 0.454
H 1.060 -4.195 2.251 0.265
H 2.087 -3.002 1.392 -0.017
H 2.785 -4.279 2.438 0.370
C -0.203 4.751 2.755 -0.567
O -0.509 5.541 3.928 -0.418
C -0.720 4.668 5.035 -0.515
C -0.854 5.443 6.374 -0.641
N -1.977 6.362 6.313 -0.125
C -1.879 7.445 7.312 -0.951
C -2.288 6.953 8.739 -0.496
O -1.236 6.274 9.474 -0.304
C -1.777 5.741 10.707 -0.781
H -0.447 5.222 1.803 0.359
H -0.559 3.721 2.753 0.171
H 0.867 4.545 2.797 0.286
H 0.213 4.114 5.134 0.319
H -1.575 4.009 4.881 0.365
H 0.037 6.070 6.423 0.247
H -0.729 4.865 7.290 0.341
H -2.761 6.178 5.704 0.211
H -2.412 8.334 6.976 0.453
H -0.886 7.895 7.300 0.340
H -3.193 6.350 8.659 0.362
H -2.499 7.818 9.368 0.447
H -2.108 6.483 11.433 0.313
H -1.068 5.139 11.275 0.275
H -2.607 5.061 10.515 0.326
C -6.853 -1.893 0.408 -0.925
O -5.550 -2.304 0.320 -0.269
C -4.764 -1.802 1.377 -1.030
C -3.190 -1.840 1.113 0.510
N -2.774 -2.854 0.179 -0.398
C -1.400 -2.613 -0.221 0.022
C -1.101 -3.544 -1.414 -0.612
O -1.952 -3.239 -2.549 -0.100
C -1.538 -4.026 -3.681 -0.845
H -7.379 -2.100 -0.524 0.291
H -7.062 -0.823 0.393 0.334
H -7.290 -2.350 1.296 0.358
H -4.992 -2.322 2.308 0.543
H -4.842 -0.763 1.699 0.377
H -2.695 -2.125 2.042 0.399
H -2.853 -0.849 0.807 -0.524
H -3.264 -2.742 -0.697 0.295
H -0.871 -2.760 0.720 0.696
H -1.130 -1.599 -0.517 -0.389
H -1.149 -4.536 -0.965 0.155
H -0.066 -3.246 -1.581 0.245
H -1.973 -3.658 -4.610 0.299
H -1.730 -5.091 -3.543 0.292
H -0.457 -3.991 -3.813 0.209
C -1.744 3.442 -0.556 -0.200
O -2.852 3.485 -1.397 -0.444
C -3.980 2.829 -0.930 -0.854
C -3.790 1.240 -1.141 0.584
N -3.914 0.869 -2.497 -0.310
C -3.735 -0.560 -2.618 1.011
C -4.158 -1.033 -4.028 -1.304
O -3.224 -0.670 -4.997 -0.101
C -3.647 -0.858 -6.288 -1.003
H -1.999 3.885 0.407 0.248
H -1.006 4.105 -1.006 0.088
H -1.370 2.425 -0.442 0.102
H -4.834 3.281 -1.435 0.390
H -4.170 3.029 0.124 0.392
H -4.672 0.877 -0.613 -0.083
H -2.835 0.862 -0.777 -0.258
H -3.253 1.380 -3.064 0.363
H -4.440 -1.042 -1.941 -0.154
H -2.722 -0.882 -2.375 -0.288
H -5.184 -0.705 -4.190 0.436
H -4.204 -2.120 -3.956 0.397
H -4.491 -0.245 -6.602 0.328
H -4.040 -1.872 -6.368 0.378
H -2.836 -0.731 -7.005 0.258
C 2.188 4.247 -0.560 0.760
O 1.468 3.693 -1.350 -0.635
N 2.520 3.845 0.679 -0.186
N 2.577 5.449 -0.716 -0.448
H 2.137 2.976 1.025 0.038
H 2.938 4.526 1.296 0.185
H 2.353 5.911 -1.586 0.267
H 3.201 5.896 -0.060 0.112
C 4.119 -0.697 1.098 0.676
O 5.008 -1.337 0.528 -0.766
N 3.460 0.335 0.663 0.127
N 4.029 -0.781 2.374 -0.388
H 3.756 0.579 -0.271 -0.209
H 2.681 0.699 1.192 -0.081
H 4.712 -1.379 2.816 0.251
H 3.102 -0.629 2.744 0.231
```

No. 3
Density functional theory data (wB97M-V/def2-TZVPD) for a structure of composition C32H84F6N7O17PPt.

Calculated values
relative energy (zero: lowest compared OMol25 entry of this formula, charge and spin)	0.0	kJ/mol
LUMO level (spin up / spin down)	-5.683 / -5.684	eV
frontier orbital gap (spin up / spin down)	5.1468 / 5.2040	eV
2S+1	3
charge	+2
DFT total energy	-108603.171	eV

Structure (XYZ):
```
148
Properties=species:S:1:pos:R:3:mulliken_charge:R:1
Pt 11.648 0.061 -24.668 2.186
P 11.116 0.540 -27.263 1.245
O 10.342 1.073 -26.010 1.441
O 10.162 -0.462 -27.953 -1.014
O 12.256 -0.256 -26.577 -1.395
O 11.553 1.717 -28.232 -2.083
C 6.784 -1.009 -26.008 -0.455
C 6.588 0.030 -27.123 0.082
C 5.362 0.894 -27.094 -0.887
O 5.337 1.567 -25.832 -0.240
C 4.268 2.496 -25.682 -0.870
N 7.806 0.918 -27.198 1.602
H 7.738 1.622 -27.930 0.471
H 8.021 1.509 -26.390 0.311
H 8.673 0.373 -27.382 -1.568
H 6.168 -1.869 -26.245 0.423
H 6.418 -0.491 -25.118 0.494
H 7.846 -1.172 -25.819 -0.293
H 6.772 -0.569 -28.020 0.326
H 4.449 0.305 -26.979 0.453
H 5.394 1.563 -27.959 0.417
H 4.663 3.359 -25.146 0.202
H 3.614 1.887 -25.052 0.333
H 3.824 2.879 -26.601 0.357
C 8.699 -3.578 -28.014 -0.768
C 10.028 -4.086 -27.432 0.874
C 11.041 -4.487 -28.490 -1.180
O 12.266 -4.844 -27.884 -0.222
C 13.017 -5.850 -28.521 -0.989
N 10.534 -2.869 -26.655 2.233
H 10.499 -1.979 -27.198 -1.018
H 9.999 -2.680 -25.797 -0.345
H 11.513 -3.054 -26.394 0.440
H 8.662 -2.580 -28.446 -0.127
H 7.942 -3.675 -27.237 -0.173
H 8.420 -4.217 -28.856 0.584
H 9.840 -4.906 -26.745 0.432
H 11.180 -3.808 -29.343 0.228
H 10.625 -5.301 -29.097 0.632
H 12.713 -6.892 -28.408 0.345
H 14.040 -5.582 -28.266 0.346
H 12.970 -5.747 -29.615 0.302
C 13.862 -0.014 -30.346 -1.688
C 13.626 -1.447 -29.885 1.942
C 14.513 -2.320 -30.691 -1.611
O 14.286 -3.701 -30.569 -0.168
C 15.301 -4.550 -31.055 -0.950
N 13.909 -1.718 -28.431 0.590
H 14.356 -2.598 -28.174 0.500
H 14.544 -1.015 -28.042 0.535
H 13.112 -1.427 -27.846 -0.868
H 14.716 0.447 -29.839 0.483
H 13.027 0.595 -29.987 0.062
H 13.978 0.231 -31.399 0.501
H 12.596 -1.650 -30.180 -0.496
H 15.592 -2.129 -30.587 0.548
H 14.481 -2.060 -31.758 0.541
H 15.368 -5.558 -30.650 0.323
H 16.304 -4.221 -30.753 0.379
H 15.316 -4.560 -32.146 0.346
C 15.682 4.074 -25.897 -1.691
C 14.305 4.232 -26.455 0.473
C 14.171 4.883 -27.810 -0.487
O 14.903 4.173 -28.768 -0.322
C 15.361 4.904 -29.864 -0.905
N 13.692 2.788 -26.509 0.845
H 13.807 2.284 -25.616 0.280
H 12.775 2.842 -26.952 -1.012
H 14.229 2.210 -27.156 0.462
H 15.751 3.484 -24.982 0.444
H 16.034 5.042 -25.534 0.446
H 16.395 3.678 -26.620 0.379
H 13.644 4.630 -25.684 0.188
H 14.561 5.905 -27.731 0.700
H 13.183 5.006 -28.272 0.135
H 16.073 5.719 -29.707 0.334
H 14.508 5.325 -30.411 0.329
H 15.858 4.236 -30.567 0.279
C 10.266 5.562 -28.785 -1.893
C 10.357 5.125 -27.331 1.649
C 9.591 6.088 -26.417 -1.082
O 9.383 5.409 -25.190 -0.142
C 8.702 6.233 -24.223 -0.913
N 9.799 3.727 -27.166 1.114
H 9.036 3.645 -27.827 0.317
H 10.547 3.056 -27.414 -0.916
H 9.636 3.671 -26.152 0.278
H 9.206 5.691 -29.022 0.445
H 10.653 4.761 -29.426 0.330
H 10.758 6.431 -29.218 0.411
H 11.402 5.056 -27.032 -0.641
H 8.608 6.307 -26.849 0.405
H 10.108 7.022 -26.184 0.492
H 9.375 7.026 -23.893 0.322
H 8.506 5.562 -23.392 0.233
H 7.799 6.676 -24.646 0.361
C 8.549 -0.228 -30.821 -1.459
C 9.833 0.306 -31.369 1.391
C 9.815 0.657 -32.844 -1.069
O 11.080 1.121 -33.245 -0.266
C 11.194 1.065 -34.660 -0.829
N 10.163 1.630 -30.639 0.235
H 10.755 2.289 -31.140 0.538
H 9.260 2.048 -30.417 0.484
H 10.536 1.569 -29.661 -0.699
H 7.769 0.533 -30.826 0.445
H 8.687 -0.647 -29.822 0.053
H 8.334 -1.196 -31.280 0.489
H 10.692 -0.329 -31.153 -0.518
H 8.966 1.342 -32.963 0.415
H 9.487 -0.254 -33.352 0.500
H 11.264 0.022 -34.977 0.344
H 12.095 1.581 -34.985 0.250
H 10.365 1.540 -35.188 0.340
N 13.323 -2.948 -24.498 0.709
O 14.309 -3.510 -24.024 -0.677
O 13.098 -1.750 -24.187 -0.627
O 12.547 -3.509 -25.314 -0.604
C 12.169 2.323 -22.935 0.357
O 10.905 1.829 -23.316 -0.009
O 13.001 1.514 -23.657 -0.981
C 12.302 3.854 -23.184 0.246
F 11.692 4.223 -24.352 0.099
F 11.813 4.695 -22.268 -0.332
F 13.612 4.158 -23.337 -0.349
C 9.725 2.416 -22.758 -0.581
C 8.411 2.015 -23.539 -0.960
H 7.622 2.741 -23.350 0.599
H 8.631 1.922 -24.605 -0.182
H 8.082 1.004 -23.305 -0.058
H 9.667 3.494 -22.595 0.180
H 9.507 2.100 -21.733 0.316
H 12.141 2.120 -21.855 0.422
C 9.326 -2.120 -23.313 -0.311
O 8.464 -3.036 -24.032 0.026
O 9.955 -1.252 -24.156 -1.380
C 8.796 -1.514 -21.962 0.492
F 8.797 -2.494 -21.023 -0.291
F 9.650 -0.593 -21.503 -0.253
F 7.559 -1.037 -22.050 -0.299
C 7.333 -3.655 -23.394 -0.345
C 6.704 -4.416 -24.543 -1.074
H 7.382 -5.183 -24.933 0.277
H 5.773 -4.899 -24.246 0.465
H 6.568 -3.823 -25.444 -0.024
H 6.520 -2.971 -23.120 0.226
H 7.510 -4.195 -22.464 0.415
H 10.135 -2.813 -23.049 0.113
```

Number 1: largest force on an atom 0.0770 hartree/bohr. Number 2: largest force on an atom 0.1317 hartree/bohr. Number 3: largest force on an atom 0.0877 hartree/bohr.